1.
66
Properties=species:S:1:pos:R:3:forces:R:3 method="wB97M-V/def2-TZVPD" total_charge=+1 homo_ev="-10.5 / -10.5" total_energy_ha=-3521.4615 max_force_ev_per_a=0.3 orbital_gap_ha="0.27848 / 0.27846"
W -0.4257 -0.0830 0.3434 0.02 -0.01 -0.13
C 2.4199 -2.8327 2.0260 0.02 0.01 0.00
C 1.4768 -1.8196 2.0426 -0.02 -0.02 -0.01
N 0.9455 -1.6619 0.8236 0.04 -0.01 0.00
N 1.5401 -2.5684 0.0107 0.00 0.01 0.00
C 2.4225 -3.2792 0.7138 -0.02 -0.02 0.01
B 1.1750 -2.7225 -1.4702 0.00 0.02 -0.01
N 1.8489 -1.5952 -2.2817 -0.02 -0.02 -0.02
C 1.5014 -1.3749 -3.5737 0.02 -0.01 0.01
C 0.8824 -0.2083 -3.9171 -0.01 0.02 -0.01
C 0.2281 0.4040 -2.8128 0.00 0.01 0.01
N 0.6309 0.2070 -1.5971 -0.01 0.01 -0.04
N -0.3886 -2.6578 -1.5691 0.03 0.01 0.03
C -1.1274 -3.4867 -2.3184 0.01 0.02 -0.04
C -2.4387 -3.0586 -2.3062 -0.02 -0.03 0.03
C -2.4209 -1.9296 -1.5001 0.03 0.03 -0.03
N -1.1823 -1.6837 -1.0550 -0.04 -0.02 0.02
H 3.0147 -3.1953 2.8449 0.00 0.00 0.00
H 1.1541 -1.1850 2.8523 0.00 0.00 0.00
H 2.9860 -4.0641 0.2376 0.00 0.00 0.00
H 1.5099 -3.7895 -1.8979 -0.01 -0.01 0.00
H 1.6335 -2.2114 -4.2503 0.00 0.00 0.00
H 0.6035 0.0239 -4.9311 0.00 0.00 0.00
H -0.7235 0.9103 -2.9257 0.00 0.00 0.00
H -0.6608 -4.3180 -2.8200 0.00 0.00 0.00
H -3.2836 -3.4938 -2.8092 0.00 0.00 0.01
H -3.2464 -1.3004 -1.2277 -0.01 0.00 0.00
O 1.2292 4.2545 0.7138 -0.01 -0.01 -0.01
C 2.5421 4.1778 0.4434 0.02 0.00 0.00
C 3.3586 5.2652 0.1571 -0.01 0.00 0.00
C 4.7070 5.0619 -0.0731 0.01 0.01 0.00
C 5.2736 3.7888 -0.0260 0.00 -0.01 0.00
C 4.4726 2.7002 0.2413 -0.01 0.01 0.00
C 3.1090 2.8965 0.4749 -0.08 0.09 0.00
C 2.2144 1.8092 0.6534 0.23 -0.19 0.02
O 1.9343 -0.3688 -1.6052 0.01 0.00 0.02
N 1.4892 0.9273 0.7431 -0.18 0.09 -0.03
N -0.7263 0.8336 2.0418 -0.04 0.07 0.09
C -1.4750 0.4375 2.9865 0.01 -0.02 0.01
C -1.9934 -0.9118 2.8388 -0.01 0.01 0.00
C -2.7834 -1.5971 3.7574 0.01 0.00 0.00
C -3.1027 -2.9138 3.5158 0.00 -0.01 -0.01
C -2.6036 -3.5230 2.3661 0.00 0.00 0.01
C -1.8429 -2.7863 1.4893 0.02 -0.02 0.00
N -1.5558 -1.4866 1.6937 0.00 0.04 0.00
H 0.8299 5.0677 0.3816 0.00 0.00 0.00
H 2.9338 6.2604 0.1242 0.00 0.00 0.00
H 5.3350 5.9154 -0.2919 0.00 0.00 0.00
H 6.3301 3.6554 -0.2077 0.00 0.00 0.00
H 4.8779 1.6978 0.2613 0.00 0.00 0.00
H -1.6773 1.0261 3.8805 -0.01 0.00 -0.01
H -3.1155 -1.0839 4.6495 0.00 0.00 0.00
H -3.7123 -3.4720 4.2136 0.00 0.00 0.00
H -2.7963 -4.5642 2.1517 0.00 0.00 0.00
H -1.4286 -3.2478 0.6061 -0.01 0.01 0.01
Cl -5.7861 0.9937 -1.1373 0.00 -0.01 -0.03
C -4.8355 1.5687 0.2359 0.03 -0.03 0.00
Cl -4.5774 3.2984 0.1707 0.00 0.01 -0.01
Cl -5.5952 1.0856 1.7602 0.00 -0.02 0.02
C -3.5208 0.9180 0.1679 0.03 0.14 -0.02
N -2.4889 0.4391 0.0799 -0.01 -0.13 0.06
F -1.4490 4.1445 -0.5909 0.02 -0.03 -0.01
B -1.0358 3.0332 -1.2766 0.00 0.05 -0.01
F -0.6303 2.0246 -0.2001 -0.02 -0.02 0.03
F 0.0829 3.2372 -2.0442 -0.02 0.00 0.01
F -2.0631 2.4113 -1.9783 0.02 -0.02 0.01


2.
50
Properties=species:S:1:pos:R:3:forces:R:3 method="wB97M-V/def2-TZVPD" homo_ev=-7.5 total_energy_ha=-1401.5198 max_force_ev_per_a=3.3 orbital_gap_ha=0.16809
F 4.3245 -3.1876 2.9247 1.27 -0.03 -0.07
B 3.8796 -2.2329 2.0192 -3.18 -0.51 0.53
F 4.1833 -0.9131 2.3574 1.04 0.49 -0.18
F 4.1043 -2.5370 0.6744 1.24 0.10 -0.57
C 2.2312 -2.3412 2.1405 -0.40 0.97 -0.09
C 1.3500 -1.2783 2.1948 0.92 -1.57 0.16
O 0.0532 -1.7212 2.2899 -0.46 -0.25 0.03
C 0.1074 -3.0928 2.2625 1.45 -0.35 -0.14
C 1.4115 -3.5243 2.1755 -1.03 1.06 -0.02
H 1.5642 -0.2223 2.2598 -0.34 -0.04 0.22
H -0.8014 -3.6768 2.3006 -0.15 0.50 0.06
H 1.7665 -4.5433 2.1343 -0.11 0.06 0.04
C 3.2446 5.6226 1.4392 -0.08 0.30 0.14
C 2.8804 4.2605 0.9496 0.23 -0.25 -0.09
C 3.8943 3.3505 0.6113 0.03 -0.09 -0.14
C 3.5790 2.0778 0.1816 -0.21 -0.31 0.18
C 2.2182 1.6683 0.0381 0.24 0.45 0.57
C 1.9451 0.3369 -0.3487 0.18 0.79 -0.81
C 0.6538 -0.1435 -0.7068 -1.06 -0.50 -0.14
C -0.4411 0.0480 0.1672 0.14 0.23 -0.19
C -1.6047 -0.6711 0.0044 -0.27 -0.14 -0.35
C -1.7260 -1.5116 -1.1035 -0.41 -0.41 -0.04
O -2.8095 -2.3864 -1.2253 0.61 0.72 0.20
C -4.0287 -1.8516 -1.6148 -0.01 0.28 -0.48
C -4.8498 -2.7170 -2.3457 0.17 0.46 0.06
C -5.9926 -2.2025 -2.9483 -0.07 0.06 0.35
C -6.3571 -0.8657 -2.7446 0.05 0.10 0.01
C -5.5503 -0.0281 -1.9715 0.03 -0.32 0.04
C -4.3679 -0.5119 -1.4063 -0.16 -0.34 -0.21
C -0.7376 -1.5677 -2.0984 -0.47 -0.02 0.21
C 0.4536 -0.9130 -1.8856 0.58 0.00 0.57
C 1.2056 2.6464 0.2891 0.12 -0.05 0.14
C 1.5376 3.8905 0.7952 -0.18 -0.26 -0.20
H 2.3452 6.2091 1.6416 0.18 0.00 0.00
H 3.8348 5.5631 2.3611 -0.08 -0.03 -0.15
H 3.8514 6.1595 0.6994 -0.10 -0.14 0.11
H 4.9374 3.6630 0.6970 -0.32 -0.16 0.00
H 4.3571 1.3482 -0.0467 -0.14 0.19 0.18
H 2.8026 -0.2959 -0.5843 -0.10 0.00 0.11
H -0.3480 0.7231 1.0176 0.07 -0.57 -0.06
H -2.4159 -0.5970 0.7299 0.36 -0.15 -0.16
H -4.5323 -3.7512 -2.4636 -0.10 0.23 -0.08
H -6.6018 -2.8552 -3.5732 0.08 0.20 0.20
H -7.2728 -0.4744 -3.1885 0.27 -0.12 0.07
H -5.8173 1.0141 -1.7961 -0.04 -0.28 -0.13
H -3.7104 0.1432 -0.8383 -0.30 -0.14 -0.26
H -0.9288 -2.1510 -2.9996 0.13 0.11 0.31
H 1.2623 -0.9776 -2.6147 -0.19 -0.12 0.22
H 0.1616 2.4133 0.0871 0.34 0.11 0.06
H 0.7541 4.6051 1.0614 0.25 -0.24 -0.22


3.
63
Properties=species:S:1:pos:R:3:forces:R:3 method="wB97M-V/def2-TZVPD" total_charge=+1 homo_ev="-11.1 / -11.0" spin_multiplicity=2 s2=0.755 total_energy_ha=-4402.7117 max_force_ev_per_a=1.6 orbital_gap_ha="0.30417 / 0.28036"
Ru -0.4565 -0.5715 -0.4432 0.78 0.74 1.17
C 0.7076 4.5942 0.5173 -0.01 -0.04 -0.02
N -0.0323 3.3522 0.7090 0.02 0.00 0.19
C -1.3619 3.2591 1.0302 0.01 0.02 -0.04
C -1.6652 1.9322 1.0513 0.03 -0.05 0.09
N -0.5375 1.2134 0.7533 -0.01 0.26 -0.51
C 0.4355 2.0977 0.5505 0.08 -0.13 0.19
P 2.1904 1.6496 0.3108 -0.04 0.01 -0.06
C 2.1443 0.1024 1.2796 -0.08 -0.02 -0.11
N 1.2957 -0.8871 1.0433 0.04 -0.27 -0.27
C 1.6772 -1.9326 1.8330 -0.04 0.06 0.08
C 2.7634 -1.5584 2.5722 0.00 0.01 -0.02
N 3.0525 -0.2708 2.2131 -0.01 -0.01 0.00
C 4.1349 0.5413 2.7576 -0.01 -0.01 -0.02
C 2.0742 0.7954 -1.2905 0.25 -0.19 0.26
N 1.1608 -0.1187 -1.5751 -0.35 0.33 -0.55
C 1.4447 -0.6265 -2.8130 0.08 0.02 0.04
C 2.5727 -0.0125 -3.2683 -0.02 -0.01 0.03
N 2.9676 0.8697 -2.2964 0.02 -0.01 -0.03
C 4.1134 1.7661 -2.3859 -0.04 0.03 0.00
H 0.1280 5.4083 0.9417 0.01 0.01 0.00
H 0.8587 4.7741 -0.5459 -0.01 0.01 -0.01
H 1.6680 4.5398 1.0242 0.01 0.00 0.00
H -1.9675 4.1321 1.2019 0.01 -0.01 0.01
H -2.6090 1.4544 1.2563 0.00 0.00 -0.08
H 1.1639 -2.8793 1.8190 0.02 0.01 0.00
H 3.3513 -2.0920 3.2994 -0.01 0.01 -0.01
H 4.6964 -0.0673 3.4598 0.01 0.00 0.00
H 3.7365 1.4082 3.2802 0.00 0.00 0.00
H 4.8017 0.8680 1.9627 0.00 0.00 0.00
H 0.8381 -1.3956 -3.2572 -0.02 0.04 -0.01
H 3.1228 -0.1312 -4.1854 0.00 0.00 0.02
H 4.7145 1.4654 -3.2385 0.01 0.00 0.00
H 4.7201 1.7005 -1.4862 0.00 -0.01 0.01
H 3.7815 2.7934 -2.5285 0.01 -0.01 0.00
C -1.5023 -1.2027 3.3186 -0.02 0.01 -0.02
C -1.5979 -2.1956 2.2194 -0.02 -0.04 -0.06
N -1.2233 -2.0186 0.9645 -0.30 -0.09 -0.17
C -1.4713 -3.1924 0.2865 0.16 0.10 -0.09
C -2.0075 -4.0965 1.1465 0.02 0.00 0.02
N -2.0774 -3.4474 2.3542 0.00 -0.04 0.02
C -2.4746 -5.5068 1.0448 -0.01 -0.08 -0.06
O -2.3956 -6.0703 -0.1383 -0.05 -0.03 0.14
O -2.8913 -6.0487 2.0378 0.00 0.02 0.01
C -1.1255 -3.2734 -1.1609 0.08 0.17 0.01
O -1.3548 -4.2939 -1.7944 0.00 -0.06 0.00
O -0.5688 -2.2089 -1.6403 -0.14 -0.30 0.08
H -1.1183 -0.2669 2.9196 0.00 0.00 0.00
H -0.8253 -1.5539 4.0988 0.00 -0.01 -0.01
H -2.4787 -1.0266 3.7712 0.01 0.01 -0.01
H -2.4410 -3.8954 3.1845 0.00 0.00 0.01
H -2.0215 -5.4522 -0.8284 0.03 0.03 -0.08
Cl 0.2031 2.4709 -2.7457 0.09 -0.03 0.04
C -1.3858 1.7886 -2.5122 0.00 0.11 0.05
C -1.6310 0.6857 -1.6888 -0.44 -0.54 -0.18
C -2.9963 0.3908 -1.5637 0.11 -0.01 -0.03
Cl -3.4470 -0.8786 -0.4719 -0.27 -0.06 -0.04
C -4.0350 1.0557 -2.2026 0.01 0.00 0.02
Cl -5.6666 0.5880 -1.9613 -0.01 0.01 -0.02
C -3.7321 2.1278 -3.0324 -0.01 0.00 0.01
Cl -4.9810 2.9838 -3.8337 0.01 -0.01 -0.01
C -2.4025 2.4998 -3.1702 0.02 0.02 -0.01
Cl -2.0373 3.8637 -4.1541 0.01 -0.01 -0.01